This record from the OMol25 dataset describes 11 unconnected molecules or ions with the total composition C51H121N3O11 at a distorted geometry. The level of theory is wB97M-V/def2-TZVPD.

Output
Energy relative to the best compared isomer or geometry (same formula, charge and spin): 723.4 kJ/mol
Structure (SMILES): CC1(C)CCCC(C)(C)N1O.CC1(C)CCCC(C)(C)N1O.CC1(C)CCCC(C)(C)N1O.CC(C)O.CC(C)O.CC(C)O.CC(C)O.CC(C)O.CC(C)O.CC(C)O.CC(C)O

Geometry (Å):
C (2.598, 0.964, 3.045)
C (2.335, 2.370, 3.626)
C (0.826, 2.749, 3.215)
C (0.354, 4.039, 3.900)
C (0.446, 3.837, 5.445)
C (1.876, 3.504, 5.936)
N (2.363, 2.357, 5.129)
O (3.484, 1.745, 5.658)
C (2.713, 4.707, 6.055)
C (1.814, 2.950, 7.445)
C (3.400, 3.315, 3.038)
H (2.617, 0.854, 1.961)
H (1.803, 0.294, 3.373)
H (3.537, 0.525, 3.380)
H (0.870, 2.886, 2.134)
H (0.300, 1.884, 3.620)
H (-0.642, 4.279, 3.528)
H (0.977, 4.921, 3.756)
H (-0.321, 3.120, 5.737)
H (0.211, 4.834, 5.817)
H (2.434, 5.384, 6.862)
H (3.769, 4.439, 6.092)
H (2.718, 5.334, 5.164)
H (1.051, 3.437, 8.051)
H (1.583, 1.897, 7.281)
H (2.720, 2.994, 8.050)
H (2.914, 3.893, 2.253)
H (4.276, 2.807, 2.635)
H (3.901, 3.948, 3.771)
H (3.200, 0.831, 5.589)
C (-2.454, -6.391, -1.137)
C (-0.904, -6.426, -0.861)
C (-0.542, -7.823, -1.561)
C (0.890, -7.912, -2.100)
C (1.131, -6.629, -2.982)
C (0.918, -5.271, -2.229)
N (-0.423, -5.218, -1.621)
O (-0.659, -4.007, -0.936)
C (2.161, -5.139, -1.417)
C (1.029, -4.143, -3.432)
C (-0.597, -6.371, 0.562)
H (-2.891, -7.353, -0.867)
H (-2.700, -6.320, -2.196)
H (-3.002, -5.631, -0.580)
H (-0.746, -8.713, -0.965)
H (-1.064, -7.849, -2.518)
H (1.077, -8.876, -2.574)
H (1.539, -7.789, -1.233)
H (0.532, -6.631, -3.893)
H (2.163, -6.569, -3.326)
H (2.760, -4.312, -1.798)
H (1.843, -4.750, -0.450)
H (2.812, -5.987, -1.203)
H (0.357, -3.322, -3.183)
H (2.019, -3.768, -3.692)
H (0.650, -4.433, -4.412)
H (-0.942, -7.266, 1.079)
H (-1.137, -5.537, 1.011)
H (0.459, -6.242, 0.800)
H (-1.498, -3.788, -1.348)
C (-5.127, 1.106, 0.408)
C (-4.492, 1.078, 1.861)
C (-3.047, 0.662, 1.678)
C (-2.263, 0.681, 3.021)
C (-2.247, 2.038, 3.567)
C (-3.590, 2.819, 3.641)
N (-4.448, 2.481, 2.451)
O (-5.680, 3.124, 2.290)
C (-4.278, 2.531, 4.941)
C (-3.361, 4.329, 3.415)
C (-5.273, 0.074, 2.697)
H (-4.685, 1.923, -0.163)
H (-6.196, 1.307, 0.481)
H (-4.924, 0.231, -0.209)
H (-2.944, -0.362, 1.320)
H (-2.614, 1.150, 0.805)
H (-1.238, 0.359, 2.837)
H (-2.725, -0.035, 3.701)
H (-1.551, 2.586, 2.931)
H (-1.976, 1.878, 4.610)
H (-4.593, 1.488, 4.973)
H (-3.622, 2.680, 5.798)
H (-5.214, 3.068, 5.095)
H (-4.239, 4.961, 3.549)
H (-2.598, 4.692, 4.104)
H (-2.901, 4.558, 2.454)
H (-5.438, -0.937, 2.325)
H (-6.320, 0.349, 2.825)
H (-5.055, 0.125, 3.763)
H (-5.487, 3.854, 1.697)
C (4.012, -1.555, -3.225)
C (5.111, -2.615, -2.879)
C (5.109, -3.866, -3.807)
O (6.418, -2.138, -3.126)
H (3.893, -0.836, -2.414)
H (3.047, -2.050, -3.332)
H (4.282, -1.096, -4.176)
H (5.219, -2.830, -1.815)
H (4.233, -4.468, -3.566)
H (6.022, -4.455, -3.717)
H (5.079, -3.647, -4.874)
H (6.677, -1.377, -2.601)
C (-2.876, 2.457, -2.640)
C (-2.082, 3.485, -3.420)
C (-2.206, 3.420, -4.892)
O (-2.506, 4.798, -3.034)
H (-2.488, 1.460, -2.850)
H (-3.939, 2.408, -2.878)
H (-2.916, 2.591, -1.559)
H (-1.057, 3.269, -3.119)
H (-1.311, 3.589, -5.491)
H (-3.071, 3.964, -5.270)
H (-2.534, 2.390, -5.029)
H (-3.450, 4.915, -3.163)
C (0.472, 4.835, -0.300)
C (-0.752, 5.465, 0.444)
C (-0.470, 6.687, 1.319)
O (-1.728, 5.858, -0.486)
H (1.042, 5.571, -0.866)
H (0.031, 4.141, -1.017)
H (1.089, 4.293, 0.417)
H (-1.330, 4.836, 1.121)
H (-0.111, 7.568, 0.787)
H (0.351, 6.567, 2.025)
H (-1.247, 6.939, 2.041)
H (-1.790, 5.111, -1.087)
C (0.224, 1.006, -4.523)
C (0.378, -0.094, -5.630)
C (1.610, 0.193, -6.416)
O (0.535, -1.299, -5.016)
H (1.149, 1.118, -3.957)
H (-0.608, 0.962, -3.821)
H (-0.052, 1.908, -5.069)
H (-0.511, -0.208, -6.250)
H (1.868, -0.616, -7.100)
H (2.389, 0.183, -5.654)
H (1.480, 1.166, -6.889)
H (1.480, -1.466, -4.981)
C (5.969, 3.651, -0.143)
C (5.200, 2.522, -0.832)
C (3.948, 2.890, -1.609)
O (6.060, 1.627, -1.476)
H (6.208, 4.342, -0.952)
H (6.925, 3.457, 0.342)
H (5.319, 4.319, 0.422)
H (4.874, 2.028, 0.083)
H (4.031, 2.791, -2.692)
H (3.608, 3.902, -1.394)
H (3.170, 2.225, -1.235)
H (6.766, 1.456, -0.848)
C (1.454, -1.092, -1.277)
C (0.442, -0.307, -0.309)
C (-0.126, 1.067, -0.863)
O (-0.676, -1.244, -0.164)
H (2.448, -0.992, -0.843)
H (1.481, -0.704, -2.296)
H (1.082, -2.114, -1.352)
H (0.663, -0.321, 0.759)
H (-0.791, 0.775, -1.675)
H (0.675, 1.755, -1.135)
H (-0.715, 1.654, -0.158)
H (-1.033, -1.526, -1.009)
C (-0.186, -4.748, 3.603)
C (-1.043, -3.600, 3.122)
C (-2.318, -3.516, 3.839)
O (-0.294, -2.430, 3.361)
H (0.771, -4.881, 3.099)
H (-0.601, -5.716, 3.319)
H (0.009, -4.767, 4.675)
H (-1.158, -3.661, 2.040)
H (-2.258, -3.187, 4.877)
H (-2.941, -4.402, 3.718)
H (-2.962, -2.764, 3.384)
H (-0.029, -2.071, 2.510)
C (-3.340, -1.635, -5.184)
C (-2.804, -2.339, -3.830)
C (-2.517, -3.803, -4.005)
O (-1.775, -1.580, -3.350)
H (-4.164, -2.201, -5.617)
H (-2.542, -1.745, -5.918)
H (-3.649, -0.590, -5.207)
H (-3.667, -2.225, -3.175)
H (-1.768, -4.064, -4.753)
H (-3.472, -4.205, -4.342)
H (-2.134, -4.227, -3.077)
H (-1.090, -1.771, -3.996)

This record from the OMol25 dataset describes 13 unconnected molecules or ions with the total composition C51H123N17O13 at a distorted geometry. The level of theory is wB97M-V/def2-TZVPD.

Geometry (Å):
O (-2.920, 1.449, 2.876)
H (-3.506, 1.369, 2.115)
H (-3.267, 0.859, 3.596)
O (-0.514, -5.068, 2.620)
H (-1.038, -5.709, 2.182)
H (0.186, -4.900, 1.978)
C (-7.299, -6.391, -1.449)
C (-6.030, -6.806, -0.713)
C (-5.188, -7.841, -1.521)
C (-4.235, -7.197, -2.518)
C (-3.466, -5.992, -1.861)
C (-4.369, -4.882, -1.314)
N (-5.233, -5.637, -0.334)
O (-6.141, -4.707, 0.335)
C (-3.584, -3.906, -0.476)
C (-5.094, -4.153, -2.461)
C (-6.450, -7.519, 0.563)
H (-7.168, -6.215, -2.505)
H (-7.725, -5.501, -0.972)
H (-8.053, -7.188, -1.383)
H (-4.587, -8.414, -0.756)
H (-5.872, -8.535, -2.032)
H (-4.884, -6.811, -3.330)
H (-3.471, -7.889, -2.911)
H (-2.874, -5.481, -2.640)
H (-2.854, -6.412, -1.052)
H (-2.707, -3.592, -1.052)
H (-4.175, -3.000, -0.221)
H (-3.225, -4.449, 0.432)
H (-5.705, -3.351, -2.088)
H (-4.471, -3.757, -3.261)
H (-5.873, -4.674, -3.035)
H (-7.181, -6.934, 1.174)
H (-5.602, -7.641, 1.201)
H (-6.822, -8.517, 0.306)
H (-5.881, -4.729, 1.269)
C (-5.457, 1.265, -3.494)
C (-4.163, 0.941, -2.661)
C (-3.078, 0.324, -3.574)
C (-2.338, 1.280, -4.468)
C (-1.730, 2.364, -3.663)
C (-2.776, 3.134, -2.759)
N (-3.618, 2.107, -2.020)
O (-4.541, 2.781, -1.186)
C (-1.870, 3.866, -1.756)
C (-3.623, 4.132, -3.624)
C (-4.584, -0.022, -1.475)
H (-6.289, 1.672, -2.939)
H (-5.874, 0.376, -3.977)
H (-5.248, 1.921, -4.339)
H (-2.308, -0.207, -2.991)
H (-3.700, -0.388, -4.145)
H (-2.949, 1.663, -5.285)
H (-1.520, 0.657, -4.930)
H (-1.162, 3.114, -4.221)
H (-1.095, 1.943, -2.905)
H (-1.234, 3.128, -1.184)
H (-1.225, 4.514, -2.350)
H (-2.433, 4.439, -1.025)
H (-3.141, 5.092, -3.658)
H (-3.773, 3.755, -4.655)
H (-4.656, 4.226, -3.235)
H (-5.030, -0.942, -1.887)
H (-5.246, 0.561, -0.885)
H (-3.624, -0.114, -0.972)
H (-5.237, 3.159, -1.758)
C (0.546, 1.216, 2.660)
C (1.311, -0.130, 2.399)
C (0.460, -1.424, 2.675)
C (-0.753, -1.662, 1.803)
C (-0.264, -1.660, 0.355)
C (0.614, -0.454, -0.034)
N (1.700, -0.293, 0.958)
O (2.692, 0.677, 0.491)
C (1.244, -0.731, -1.393)
C (-0.143, 0.845, -0.264)
C (2.578, -0.158, 3.159)
H (-0.555, 1.088, 2.660)
H (0.937, 1.983, 2.036)
H (0.659, 1.608, 3.658)
H (1.119, -2.290, 2.502)
H (0.299, -1.394, 3.735)
H (-1.682, -1.068, 1.884)
H (-1.029, -2.672, 2.071)
H (-1.093, -1.710, -0.364)
H (0.365, -2.467, 0.082)
H (0.510, -0.932, -2.148)
H (1.845, 0.158, -1.572)
H (1.930, -1.569, -1.298)
H (0.491, 1.567, -0.739)
H (-0.852, 0.675, -1.067)
H (-0.664, 1.210, 0.639)
H (3.248, 0.685, 2.975)
H (3.089, -1.028, 2.810)
H (2.395, -0.224, 4.212)
H (2.448, 1.599, 0.656)
C (3.474, 1.172, -4.439)
C (3.531, 2.616, -3.799)
C (4.817, 2.826, -3.005)
C (6.075, 2.939, -3.914)
C (5.803, 4.082, -4.899)
C (4.480, 3.900, -5.747)
N (3.367, 3.747, -4.781)
O (2.173, 3.466, -5.512)
C (4.227, 5.250, -6.460)
C (4.537, 2.785, -6.807)
C (2.357, 2.725, -2.843)
H (2.828, 0.595, -3.794)
H (4.458, 0.717, -4.470)
H (3.002, 1.192, -5.427)
H (4.824, 3.746, -2.424)
H (4.843, 2.045, -2.241)
H (6.202, 1.938, -4.353)
H (6.985, 3.122, -3.345)
H (6.622, 4.239, -5.631)
H (5.598, 4.982, -4.390)
H (5.034, 5.476, -7.186)
H (3.240, 5.307, -6.909)
H (4.078, 6.033, -5.729)
H (3.512, 2.445, -6.967)
H (4.980, 3.112, -7.773)
H (5.121, 1.962, -6.445)
H (1.442, 2.415, -3.339)
H (2.280, 3.760, -2.504)
H (2.479, 2.032, -1.977)
H (1.720, 4.315, -5.491)
C (3.777, 5.716, -0.466)
C (3.072, 5.794, 0.961)
C (2.814, 7.297, 1.186)
C (1.748, 7.639, 2.223)
C (0.492, 6.815, 2.163)
C (0.745, 5.256, 1.881)
N (1.651, 5.150, 0.751)
O (1.957, 3.746, 0.484)
C (1.208, 4.551, 3.221)
C (-0.576, 4.700, 1.345)
C (3.948, 5.142, 1.999)
H (3.113, 5.866, -1.324)
H (4.195, 4.718, -0.602)
H (4.548, 6.472, -0.519)
H (3.744, 7.852, 1.267)
H (2.340, 7.628, 0.245)
H (1.403, 8.677, 2.246)
H (2.333, 7.390, 3.155)
H (-0.155, 7.203, 1.386)
H (0.059, 6.908, 3.170)
H (1.690, 3.626, 2.913)
H (2.025, 5.096, 3.721)
H (0.418, 4.528, 3.976)
H (-0.529, 3.616, 1.100)
H (-1.433, 4.886, 2.037)
H (-0.831, 5.242, 0.426)
H (3.655, 4.094, 2.058)
H (3.747, 5.602, 2.966)
H (5.008, 5.160, 1.707)
H (1.387, 3.649, -0.292)
C (-2.130, 0.525, 5.796)
O (-3.000, -0.079, 5.089)
N (-1.933, 1.853, 5.545)
N (-1.489, -0.067, 6.884)
H (-2.427, 2.223, 4.760)
H (-1.148, 2.358, 5.896)
H (-1.759, -0.948, 7.224)
H (-1.088, 0.555, 7.559)
C (5.168, -0.494, 4.871)
O (5.571, 0.546, 4.366)
N (4.440, -0.596, 5.941)
N (5.392, -1.713, 4.297)
H (3.708, -1.333, 5.924)
H (4.132, 0.348, 6.247)
H (6.255, -1.516, 3.734)
H (5.397, -2.539, 4.857)
C (2.159, -3.758, 5.280)
O (2.803, -2.982, 6.063)
N (2.511, -3.882, 3.994)
N (1.065, -4.586, 5.610)
H (2.133, -4.582, 3.387)
H (3.375, -3.429, 3.729)
H (1.030, -5.315, 4.926)
H (0.504, -4.497, 6.441)
C (4.271, -2.978, 0.032)
O (4.844, -4.096, -0.030)
N (3.111, -2.733, 0.799)
N (4.867, -1.850, -0.592)
H (2.617, -1.821, 0.920)
H (2.556, -3.584, 0.978)
H (4.554, -0.911, -0.397)
H (5.806, -2.048, -0.976)
C (-2.425, -3.528, 6.208)
O (-1.747, -4.522, 6.477)
N (-3.252, -3.002, 7.102)
N (-2.240, -2.852, 5.031)
H (-4.013, -2.431, 6.794)
H (-3.534, -3.709, 7.763)
H (-1.539, -3.359, 4.520)
H (-2.701, -2.050, 4.655)
C (1.486, -5.763, -0.669)
O (1.155, -4.957, 0.243)
N (0.671, -6.310, -1.720)
N (2.874, -5.965, -0.757)
H (-0.260, -5.920, -1.794)
H (1.113, -6.658, -2.544)
H (3.517, -5.392, -0.240)
H (3.319, -6.683, -1.288)

Table of orbital gap (eV), in record order: 8.3, 8.9
Table of E_tot (eV), in record order: -81832.541, -106831.101